# 1
{"formula": "C4H21N2O5", "method": "ωB97M-V with the def2-TZVPD basis set", "elements": ["N", "C", "C", "C", "O", "C", "N", "H", "H", "H", "H", "H", "H", "H", "H", "H", "H", "H", "H", "H", "H", "H", "O", "H", "H", "O", "H", "H", "O", "H", "H", "O"], "positions_angstrom": [[0.59, 1.28, -0.86], [-0.76, 0.55, -0.56], [-1.70, 0.64, -1.74], [-1.39, -0.06, -3.03], [-2.00, 2.08, -1.82], [-1.27, 1.13, 0.79], [-0.34, 0.65, 1.80], [1.28, 0.62, -1.22], [0.32, 2.09, -1.41], [1.01, 1.63, 0.00], [-0.38, -0.49, -0.41], [-2.66, 0.38, -1.25], [-1.36, 0.65, -3.87], [-0.41, -0.53, -2.92], [-2.18, -0.80, -3.23], [-2.71, 2.15, -2.48], [-2.34, 1.00, 0.94], [-1.22, 2.22, 0.76], [-0.15, -0.33, 1.80], [-0.49, 1.04, 2.76], [3.70, 0.92, 0.10], [2.86, -0.21, 0.46], [2.93, 0.45, -0.27], [-2.26, -2.98, 1.44], [-2.02, -3.83, 2.60], [-1.52, -3.33, 1.95], [1.19, -2.90, 0.78], [1.93, -2.05, -0.31], [1.44, -2.00, 0.51], [2.53, -1.15, 2.18], [2.43, 0.14, 3.00], [2.91, -0.27, 2.27]], "largest_force_ha_per_bohr": 0.075, "homo_lumo_gap_ev": 10.298, "total_charge": 1, "relative_energy_kj_mol": 159.9, "multiplicity": 1}

=====

# 2
{"formula": "CHNO2S", "method": "ωB97M-V with the def2-TZVPD basis set", "elements": ["C", "N", "O", "O", "S", "H"], "positions_angstrom": [[1.65, -0.71, -0.19], [-1.20, 0.78, 0.45], [-1.95, 1.59, -0.07], [-1.05, -0.44, -0.17], [0.37, -1.41, 0.19], [2.19, 0.19, -0.20]], "largest_force_ha_per_bohr": 0.047, "homo_lumo_gap_ev": [7.087, 7.913], "relative_energy_kj_mol": 623.1, "s2": 2.0103, "multiplicity": 3}

=====

# 3
{"formula": "C34H33BCrNO3", "method": "ωB97M-V with the def2-TZVPD basis set", "elements": ["O", "C", "Cr", "C", "O", "C", "O", "C", "C", "C", "C", "C", "C", "C", "C", "C", "C", "C", "C", "C", "C", "C", "C", "C", "C", "C", "C", "C", "H", "H", "H", "H", "H", "H", "H", "H", "H", "H", "H", "H", "H", "H", "H", "C", "C", "N", "C", "C", "C", "C", "C", "C", "C", "C", "B", "H", "H", "H", "H", "H", "H", "H", "H", "H", "H", "H", "H", "H", "H", "H", "H", "H", "H"], "positions_angstrom": [[3.58, 0.99, 9.84], [3.32, 0.89, 8.71], [2.98, 0.58, 6.87], [1.97, -0.90, 7.40], [1.51, -1.93, 7.72], [4.20, -0.91, 6.97], [4.80, -1.89, 7.13], [4.01, 1.80, 5.43], [3.41, 2.66, 6.35], [2.06, 2.50, 6.66], [1.29, 1.51, 6.04], [-0.03, 1.10, 6.59], [-0.97, 0.48, 7.06], [-2.13, -0.07, 7.78], [-2.55, -1.42, 7.18], [-1.68, -2.10, 6.32], [-2.02, -3.36, 5.83], [-3.21, -3.97, 6.21], [-4.04, -3.33, 7.13], [-3.70, -2.07, 7.62], [-3.20, 1.03, 7.83], [-2.98, 2.31, 7.29], [-4.03, 3.22, 7.16], [-5.30, 2.89, 7.62], [-5.49, 1.70, 8.32], [-4.42, 0.82, 8.48], [1.89, 0.70, 5.06], [3.24, 0.84, 4.75], [5.09, 1.89, 5.24], [3.99, 3.43, 6.86], [1.57, 3.10, 7.42], [-0.72, -1.67, 6.06], [-1.32, -3.85, 5.16], [-3.51, -4.91, 5.76], [-4.94, -3.82, 7.50], [-4.35, -1.61, 8.36], [-1.98, 2.62, 6.99], [-3.83, 4.19, 6.70], [-6.14, 3.52, 7.40], [-6.43, 1.48, 8.80], [-4.54, -0.03, 9.14], [1.29, -0.09, 4.61], [3.70, 0.19, 4.02], [-0.29, 1.79, 11.70], [0.27, 0.57, 10.97], [-0.50, -0.68, 11.32], [0.27, -1.83, 10.72], [-0.25, -3.16, 11.26], [-0.61, -0.84, 12.79], [0.55, -0.95, 13.52], [0.46, -1.27, 14.87], [-0.78, -1.44, 15.46], [-1.95, -1.29, 14.73], [-1.87, -0.97, 13.36], [-2.03, -0.66, 11.00], [-1.82, -0.22, 8.76], [0.22, 2.68, 11.30], [-1.38, 1.91, 11.57], [-0.06, 1.76, 12.78], [0.27, 0.72, 9.87], [1.32, 0.41, 11.30], [0.18, -1.80, 9.62], [1.33, -1.69, 11.01], [0.30, -3.95, 10.73], [-0.02, -3.31, 12.32], [-1.32, -3.32, 11.10], [1.51, -0.82, 13.03], [1.37, -1.37, 15.42], [-0.84, -1.71, 16.51], [-2.95, -1.43, 15.19], [-2.80, -0.84, 12.76], [-2.45, -1.71, 10.55], [-2.49, 0.46, 10.90]], "largest_force_ha_per_bohr": 0.137, "homo_lumo_gap_ev": [6.671, 5.428], "total_charge": 2, "s2": 3.8021, "multiplicity": 4}

=====

# 4
{"formula": "C39H51N7PRuS", "method": "ωB97M-V with the def2-TZVPD basis set", "elements": ["Ru", "C", "C", "C", "C", "C", "C", "N", "C", "C", "C", "C", "C", "C", "N", "N", "C", "C", "C", "C", "C", "N", "H", "H", "H", "H", "H", "H", "H", "H", "H", "H", "H", "H", "H", "N", "C", "C", "C", "C", "N", "H", "H", "H", "H", "H", "H", "H", "H", "H", "H", "H", "H", "N", "S", "C", "C", "C", "C", "C", "C", "C", "C", "C", "C", "C", "C", "H", "H", "H", "H", "H", "H", "H", "H", "H", "H", "H", "C", "C", "P", "C", "C", "C", "C", "H", "H", "H", "H", "H", "H", "H", "H", "H", "H", "H", "H", "H", "H", "H"], "positions_angstrom": [[0.30, 0.69, -0.84], [0.14, 1.90, -6.44], [1.23, 2.57, -5.90], [1.71, 2.24, -4.65], [1.08, 1.22, -3.90], [-0.05, 0.58, -4.45], [-0.49, 0.90, -5.71], [1.48, 0.89, -2.62], [2.81, 1.11, -2.26], [3.89, 0.91, -3.13], [5.18, 1.12, -2.69], [5.42, 1.55, -1.39], [4.37, 1.73, -0.50], [3.07, 1.50, -0.92], [1.94, 1.60, -0.10], [2.11, 2.20, 1.05], [1.14, 2.26, 1.98], [1.41, 3.08, 3.10], [0.51, 3.26, 4.10], [-0.73, 2.60, 4.03], [-0.99, 1.81, 2.96], [-0.08, 1.61, 1.96], [-0.22, 2.16, -7.43], [1.71, 3.36, -6.46], [2.54, 2.79, -4.22], [-0.52, -0.22, -3.89], [-1.34, 0.37, -6.14], [3.70, 0.56, -4.13], [6.01, 0.95, -3.37], [6.43, 1.73, -1.06], [4.54, 2.05, 0.52], [2.37, 3.57, 3.10], [0.74, 3.89, 4.95], [-1.49, 2.71, 4.79], [-1.93, 1.27, 2.84], [-1.62, -0.34, -1.41], [-2.98, 0.26, -1.61], [-2.93, 1.62, -2.28], [-2.67, 2.79, -1.31], [-1.56, 3.72, -1.79], [-0.24, 3.13, -1.47], [-1.40, -0.90, -2.23], [-1.70, -1.03, -0.66], [-3.45, 0.33, -0.63], [-3.58, -0.44, -2.20], [-3.87, 1.78, -2.80], [-2.16, 1.59, -3.05], [-2.40, 2.42, -0.32], [-3.59, 3.36, -1.18], [-1.66, 4.71, -1.35], [-1.63, 3.84, -2.87], [0.09, 3.53, -0.60], [0.45, 3.40, -2.17], [-0.42, 0.72, 0.95], [-2.84, -1.48, 2.00], [-3.52, -0.51, 3.34], [-4.36, 0.53, 2.97], [-4.91, 1.35, 3.94], [-4.62, 1.13, 5.28], [-3.79, 0.08, 5.64], [-3.23, -0.75, 4.67], [-1.61, -2.50, 2.76], [-1.81, -3.88, 2.79], [-0.83, -4.71, 3.32], [0.33, -4.17, 3.84], [0.53, -2.79, 3.83], [-0.43, -1.96, 3.28], [-1.26, 0.20, 1.22], [-4.60, 0.70, 1.92], [-5.57, 2.15, 3.65], [-5.05, 1.76, 6.04], [-3.57, -0.11, 6.69], [-2.59, -1.57, 4.97], [-2.73, -4.29, 2.40], [-0.99, -5.78, 3.34], [1.09, -4.82, 4.26], [1.43, -2.37, 4.25], [-0.29, -0.89, 3.28], [3.27, -2.81, 1.33], [2.48, -1.60, 0.84], [1.33, -1.88, -0.56], [2.44, -2.43, -1.91], [1.71, -2.79, -3.20], [0.44, -3.42, -0.07], [-0.92, -3.66, -0.72], [3.89, -2.53, 2.18], [3.94, -3.19, 0.55], [2.62, -3.62, 1.64], [3.15, -0.80, 0.54], [1.86, -1.19, 1.65], [3.01, -3.29, -1.55], [3.15, -1.62, -2.08], [1.05, -3.65, -3.07], [2.42, -3.05, -3.99], [1.11, -1.95, -3.57], [0.32, -3.37, 1.02], [1.12, -4.25, -0.27], [-1.69, -3.00, -0.31], [-1.25, -4.68, -0.52], [-0.90, -3.54, -1.80]], "largest_force_ha_per_bohr": 0.006, "homo_lumo_gap_ev": [7.334, 5.554], "total_charge": 2, "relative_energy_kj_mol": 16.4, "s2": 8.8012, "multiplicity": 6}

=====

# 5
{"formula": "CHN2O3P", "method": "ωB97M-V with the def2-TZVPD basis set", "elements": ["C", "N", "N", "O", "O", "O", "P", "H"], "positions_angstrom": [[0.39, -1.32, -3.96], [1.19, -1.33, -4.83], [-0.64, -1.33, -3.17], [-0.56, -0.11, 4.13], [1.49, 1.15, 3.32], [-0.80, 2.32, 3.32], [0.06, 1.11, 3.57], [-1.13, -0.49, -2.39]], "largest_force_ha_per_bohr": 0.110, "homo_lumo_gap_ev": 6.655, "total_charge": -2, "relative_energy_kj_mol": 47.5, "multiplicity": 1}